P) 24
Properties=species:S:1:pos:R:3 method="wB97M-V/def2-TZVPD" smiles=OCC(O)(C1CC1)C1CC1 e_homo_ev=-9.854 multiplicity=1 homo_lumo_gap_ha=0.3939 molar_mass_da=142.198 lumo_ev=0.9 total_charge=0
O -1.4201 -0.0426 1.9792
C -0.1327 0.2028 1.4697
C -0.0534 -0.2783 0.0079
O -0.8310 -1.6607 0.0610
C -0.7409 0.6225 -0.9908
C -2.2422 0.6633 -1.1891
C -1.5327 1.8512 -0.6187
C 1.3614 -0.5246 -0.4550
C 2.5815 -0.0831 0.3116
C 2.2724 -1.5441 0.1843
H -1.7523 -0.9051 1.4352
H 0.6157 -0.3477 2.0663
H 0.1369 1.2670 1.5310
H -1.6715 -1.5446 -0.4104
H -0.1636 0.7156 -1.9133
H -2.8509 0.0768 -0.5024
H -2.5949 0.7117 -2.2199
H -1.3901 2.7300 -1.2472
H -1.7009 2.0574 0.4378
H 1.4547 -0.4588 -1.5399
H 3.4061 0.3279 -0.2695
H 2.4455 0.3811 1.2880
H 1.9201 -2.0707 1.0712
H 2.8831 -2.1474 -0.4869

=====

Q) 24
Properties=species:S:1:pos:R:3 method="wB97M-V/def2-TZVPD" smiles="C=C1CCO[C@H](CCC)O1" e_homo_ev=-8.595 multiplicity=1 homo_lumo_gap_ha=0.3527 molar_mass_da=142.198 lumo_ev=1.0 total_charge=0
C -1.3990 0.5497 -2.7703
C -1.2089 0.4477 -1.4184
C -2.1794 1.0911 -0.4606
C -2.4886 0.1928 0.7304
O -1.2388 0.0918 1.4214
C -0.0702 -0.3120 0.5265
C 1.1754 0.4929 1.0066
C 2.5455 -0.1992 0.4845
C 2.6192 -1.6221 0.8127
O -0.0420 -0.0882 -0.9396
H -0.6900 0.2457 -3.5372
H -2.3289 0.9880 -3.1776
H -3.1114 1.4144 -0.9881
H -1.8221 2.1189 -0.0929
H -3.3079 0.4150 1.4523
H -2.7398 -0.7878 0.3536
H 0.0235 -1.3622 0.8052
H 1.2769 0.5864 2.0627
H 1.1632 1.4819 0.5728
H 2.6451 -0.0908 -0.6302
H 3.2953 0.3996 1.0136
H 2.0163 -2.2813 0.1770
H 3.6101 -2.0119 0.7873
H 2.2565 -1.7602 1.8082

=====

Most stable one: Q), least stable one: P).

=====

P) 12
Properties=species:S:1:pos:R:3 method="wB97M-V/def2-TZVPD" smiles="NN1OCC(=O)P1" e_homo_ev=-9.336 multiplicity=1 homo_lumo_gap_ha=0.3670 molar_mass_da=120.048 lumo_ev=0.7 total_charge=0
N 2.0234 1.0558 -0.1731
N 0.7429 0.6643 -0.4803
O 0.6434 -0.7993 -0.1100
C -0.6367 -1.2135 -0.0986
C -1.6296 -0.1076 -0.0267
O -2.8372 -0.3449 -0.0812
P -0.6662 1.5802 0.1298
H 2.6679 0.7935 -0.9597
H 2.2237 0.6730 0.6819
H -0.9233 -2.0320 0.7087
H -0.8241 -1.7334 -1.0868
H -0.7843 1.4639 1.4961

=====

Q) 12
Properties=species:S:1:pos:R:3 method="wB97M-V/def2-TZVPD" e_homo_ev=-9.079 multiplicity=1 homo_lumo_gap_ha=0.3268 molar_mass_da=120.048 lumo_ev=-0.2 total_charge=0
C 0.4732 0.2510 1.4503
C 0.6842 1.2680 0.3006
N 0.3770 -0.8178 -0.8140
N -0.7368 -1.2637 -1.4808
O 0.6492 0.4484 2.6243
O 0.3726 0.6074 -0.8727
P 0.0548 -1.3594 0.8575
H 0.0664 2.1592 0.5151
H 1.7839 1.5490 0.4773
H -0.5410 -1.3405 -2.4931
H -1.4763 -0.5735 -1.3648
H -1.7071 -0.9283 0.8004

=====

Most stable one: P), least stable one: Q).